(1)
{
  "formula": "C37H57O10P",
  "method": "ωB97M-V/def2-TZVPD",
  "spin_multiplicity": 1,
  "orbital_gap_ev": 8.48,
  "smiles": "C#CC[C@@](Cc1cccc(C)c1)(OC(=O)CCCCCCCCCCCOC)[PH2]=O.O=C1CCCO1.O=C1CCCO1.O=C1CCCO1",
  "total_energy_ha": -2537.31315,
  "symbols": ["C", "C", "C", "C", "C", "C", "C", "C", "C", "C", "C", "C", "O", "C", "O", "C", "C", "C", "C", "C", "C", "C", "C", "C", "C", "C", "O", "C", "P", "O", "H", "H", "H", "H", "H", "H", "H", "H", "H", "H", "H", "H", "H", "H", "H", "H", "H", "H", "H", "H", "H", "H", "H", "H", "H", "H", "H", "H", "H", "H", "H", "H", "H", "H", "H", "H", "H", "H", "H", "O", "C", "O", "C", "C", "C", "H", "H", "H", "H", "H", "H", "O", "C", "O", "C", "C", "C", "H", "H", "H", "H", "H", "H", "O", "C", "O", "C", "C", "C", "H", "H", "H", "H", "H", "H"],
  "xyz": [[3.1624, 1.3036, -0.9047], [2.4404, 1.1636, -2.0103], [1.3592, 0.9540, -3.2170], [-0.1498, 1.2096, -2.5979], [-1.1505, -0.0454, -2.8517], [-0.5310, -1.4767, -2.4589], [0.6046, -1.7512, -1.4061], [1.1285, -3.2297, -1.0732], [0.4433, -4.4212, -1.8435], [-0.7243, -4.2326, -2.9031], [-1.4851, -5.4182, -3.6800], [-1.1766, -2.7470, -3.1995], [0.0449, 1.4346, -1.1663], [-0.9212, 2.3367, -0.6064], [-2.1868, 2.1973, -0.6193], [-0.3084, 3.6387, 0.1735], [0.7519, 4.4815, -0.7074], [2.1182, 4.8768, 0.0563], [1.9343, 5.4080, 1.5721], [3.1002, 4.7066, 2.4702], [2.6288, 4.2811, 3.9557], [1.8714, 2.8375, 3.8316], [0.7419, 2.7523, 4.9998], [-0.6985, 2.4993, 4.3015], [-1.1908, 0.9520, 4.4001], [-2.2699, 0.7532, 5.6180], [-3.6140, 0.6331, 5.0751], [-4.1821, 1.9541, 4.7748], [-0.8643, 2.6795, -3.5647], [-0.7394, 2.3053, -5.0918], [3.4446, 1.5913, 0.1832], [1.5913, 1.8239, -3.9613], [1.4616, -0.0643, -3.7360], [-1.4167, -0.0667, -3.9799], [-2.1223, 0.0953, -2.2470], [1.0806, -0.8879, -0.8200], [1.9742, -3.4131, -0.2994], [0.7650, -5.5115, -1.6250], [-2.6163, -5.1346, -3.7442], [-1.3905, -6.3674, -3.0206], [-1.1196, -5.5804, -4.7646], [-2.0272, -2.5637, -3.9746], [0.1321, 3.2640, 1.1884], [-1.2081, 4.3014, 0.4506], [0.2231, 5.4206, -1.1576], [1.0645, 3.7864, -1.5937], [2.5817, 5.7650, -0.5468], [2.8611, 4.0033, -0.0658], [0.8761, 5.2990, 2.0060], [2.1832, 6.5492, 1.5821], [3.9984, 5.4548, 2.4793], [3.5313, 3.7408, 1.9755], [3.6074, 4.0601, 4.5550], [2.0191, 5.0781, 4.5164], [1.4657, 2.6589, 2.7698], [2.6547, 1.9914, 4.0190], [1.0378, 1.8802, 5.6957], [0.6903, 3.7464, 5.5880], [-0.7172, 2.7751, 3.1663], [-1.4456, 3.2360, 4.8116], [-0.2990, 0.2047, 4.4898], [-1.7677, 0.7171, 3.4169], [-1.9940, -0.2392, 6.1380], [-2.1473, 1.5948, 6.4014], [-3.8685, 2.2133, 3.6978], [-3.7941, 2.7595, 5.4990], [-5.3313, 1.8990, 4.8301], [-0.1589, 3.9157, -3.3964], [-2.2894, 2.7774, -3.3193], [3.9909, -2.8183, 0.6564], [4.3550, -3.9685, 0.5365], [3.6804, -5.0425, 1.0337], [4.4468, -6.2289, 0.8062], [5.3709, -5.8919, -0.3389], [5.6243, -4.4154, -0.1323], [4.9924, -6.4729, 1.7230], [3.7784, -7.0572, 0.5615], [6.2806, -6.4956, -0.3500], [4.8523, -6.0454, -1.2913], [6.4651, -4.2370, 0.5427], [5.7731, -3.8972, -1.0802], [-1.0031, -6.9215, -6.5127], [-1.0029, -8.0429, -6.0571], [0.0330, -8.5871, -5.3599], [-0.2602, -9.9566, -5.0689], [-1.7633, -10.0678, -5.1512], [-2.1098, -9.0478, -6.2123], [0.2444, -10.5862, -5.8083], [0.1142, -10.2096, -4.0746], [-2.1082, -11.0773, -5.3840], [-2.2100, -9.7703, -4.1964], [-2.0658, -9.4745, -7.2174], [-3.0833, -8.5920, -6.0283], [-1.4491, 6.6251, 1.5725], [-2.5981, 6.7334, 1.9292], [-3.0433, 7.6890, 2.7908], [-4.4257, 7.4588, 3.0792], [-4.9409, 6.6340, 1.9247], [-3.7265, 5.8222, 1.5345], [-4.4994, 6.9293, 4.0342], [-4.9477, 8.4143, 3.1635], [-5.8100, 6.0260, 2.1840], [-5.2244, 7.2919, 1.0962], [-3.6543, 4.8952, 2.1091], [-3.7087, 5.6151, 0.4638]]
}

(2)
{
  "formula": "C37H58Cl36N2O3P",
  "method": "ωB97M-V/def2-TZVPD",
  "spin_multiplicity": 1,
  "orbital_gap_ev": 8.52,
  "total_energy_ha": -18687.45282,
  "total_charge": 1,
  "symbols": ["C", "C", "O", "C", "C", "O", "C", "C", "O", "C", "N", "P", "C", "C", "C", "C", "C", "C", "C", "C", "C", "C", "C", "C", "C", "C", "C", "C", "C", "C", "N", "H", "H", "H", "H", "H", "H", "H", "H", "H", "H", "H", "H", "H", "H", "H", "H", "H", "H", "H", "H", "H", "H", "H", "H", "H", "H", "H", "H", "H", "H", "H", "H", "H", "H", "H", "H", "H", "H", "H", "H", "H", "H", "H", "H", "H", "H", "C", "Cl", "Cl", "Cl", "H", "C", "Cl", "Cl", "Cl", "H", "C", "Cl", "Cl", "Cl", "H", "C", "Cl", "Cl", "Cl", "H", "C", "Cl", "Cl", "Cl", "H", "C", "Cl", "Cl", "Cl", "H", "C", "Cl", "Cl", "Cl", "H", "C", "Cl", "Cl", "Cl", "H", "C", "Cl", "Cl", "Cl", "H", "C", "Cl", "Cl", "Cl", "H", "C", "Cl", "Cl", "Cl", "H", "C", "Cl", "Cl", "Cl", "H"],
  "xyz": [[3.2741, 1.8105, 1.8353], [3.4230, 3.3596, 1.3614], [2.3224, 4.1886, 1.8325], [1.8371, 5.0407, 0.7524], [0.6779, 6.0340, 1.3096], [-0.6311, 5.4276, 1.1982], [-1.4160, 5.5975, 2.4091], [-2.5207, 4.4253, 2.5993], [-1.8507, 3.1649, 2.7150], [-2.6672, 2.0203, 2.8808], [-3.2216, 1.2181, 1.7663], [-5.0602, 1.4056, 1.8860], [-5.5818, 3.2139, 2.0048], [-5.7071, 0.6410, 3.5171], [-6.9324, 1.5511, 4.0990], [-3.0162, -0.2466, 2.1348], [-3.9676, -1.2764, 1.3759], [-4.0148, -0.9901, -0.1925], [-3.5790, 0.4457, -0.7321], [-2.7329, 0.1572, -2.0466], [-1.3344, -0.5594, -1.9249], [-0.3491, -0.3552, -3.1623], [1.0832, -0.9163, -3.2369], [1.6192, -1.7286, -2.0368], [0.6702, -1.9853, -0.8476], [1.2449, -2.8304, 0.3802], [-0.7934, -1.4241, -0.7764], [-2.9530, 1.5256, 0.3243], [-1.5672, 2.1818, -0.1004], [-0.1788, 1.6314, 0.3732], [-0.0375, 0.9473, 1.6720], [4.3008, 1.3369, 1.9768], [2.7185, 1.2023, 1.0307], [2.7010, 1.7117, 2.8203], [3.5295, 3.3554, 0.2218], [4.4021, 3.7279, 1.8427], [2.6832, 5.7067, 0.3323], [1.4405, 4.4320, -0.1388], [0.9679, 6.3436, 2.3710], [0.7216, 6.9709, 0.6338], [-2.0326, 6.5644, 2.2458], [-0.7985, 5.6537, 3.3715], [-3.2916, 4.6660, 3.4043], [-3.0988, 4.4171, 1.5935], [-1.9971, 1.3256, 3.5248], [-3.4894, 2.3318, 3.6396], [-5.1952, 3.7690, 1.0680], [-6.7279, 3.2396, 1.9062], [-5.2754, 3.7231, 2.9762], [-6.1576, -0.4012, 3.3728], [-4.8825, 0.6837, 4.3055], [-6.5763, 2.5321, 4.5537], [-7.7435, 1.6923, 3.3035], [-7.4249, 0.9389, 4.9431], [-1.9551, -0.6115, 1.9446], [-3.1968, -0.4418, 3.2594], [-3.4640, -2.3119, 1.5080], [-5.0107, -1.4074, 1.8076], [-3.4404, -1.8413, -0.7258], [-5.1125, -1.1936, -0.5050], [-4.5562, 0.8992, -1.1629], [-3.3926, -0.5013, -2.7338], [-2.6076, 1.1418, -2.6321], [-0.6968, 0.2515, -4.0928], [1.7145, -0.7086, -4.1612], [2.6894, -2.1205, -2.0508], [0.5117, -3.6418, 0.6898], [2.3033, -3.2025, 0.1608], [1.3621, -2.0869, 1.2598], [-1.4610, -1.6280, 0.1174], [-3.6687, 2.4362, 0.1565], [-1.4871, 2.3392, -1.2452], [-1.5974, 3.2948, 0.2342], [0.3375, 0.9766, -0.4281], [0.5404, 2.5442, 0.4383], [0.1584, 1.6174, 2.4317], [0.7211, 0.2559, 1.7051], [7.1087, 3.9096, -0.8551], [5.9208, 5.2217, -0.8474], [8.6360, 4.4502, -0.1456], [6.4827, 2.5012, 0.0138], [7.2937, 3.6211, -1.8879], [-1.9288, -5.2973, -1.8662], [-1.0485, -6.4388, -2.8920], [-2.4936, -6.0966, -0.3904], [-0.8994, -3.9048, -1.4798], [-2.7987, -4.9409, -2.4152], [2.9153, -7.4864, -1.7452], [3.5514, -7.5486, -3.3950], [4.2100, -7.7553, -0.5689], [2.1149, -5.9367, -1.4474], [2.1793, -8.2800, -1.6316], [-4.0868, 2.3668, -5.1891], [-5.6664, 1.5982, -5.3958], [-4.0269, 3.2625, -3.6620], [-2.7937, 1.1597, -5.2561], [-3.9394, 3.0719, -6.0049], [-6.2043, -4.8372, 0.4971], [-5.5829, -4.9014, -1.1585], [-4.9012, -5.1126, 1.6638], [-6.9980, -3.2848, 0.8023], [-6.9433, -5.6271, 0.6162], [0.0797, 1.8735, -8.2407], [0.0791, 3.6413, -8.1675], [1.5670, 1.2818, -8.9909], [-0.1169, 1.1848, -6.6213], [-0.7625, 1.5557, -8.8523], [7.1053, 8.2918, 0.8306], [7.5365, 8.4141, 2.5420], [5.4103, 8.7383, 0.5824], [8.1667, 9.3092, -0.1527], [7.2361, 7.2578, 0.5177], [3.7766, -5.9288, 2.7398], [2.6008, -4.6065, 2.7079], [5.2728, -5.4131, 3.5295], [3.0956, -7.3423, 3.5580], [4.0088, -6.2058, 1.7127], [8.1301, -7.0483, -0.8878], [9.1752, -8.2136, -0.0643], [7.0646, -7.8715, -2.0364], [7.1851, -6.1219, 0.2888], [8.7601, -6.3553, -1.4417], [4.0350, -10.8652, 3.0830], [5.1624, -11.5709, 4.2493], [4.8651, -10.4820, 1.5684], [2.6774, -11.9612, 2.7884], [3.6439, -9.9408, 3.5015], [1.0914, -3.0311, -9.4604], [2.4276, -2.5000, -10.4912], [0.7978, -1.8570, -8.1695], [-0.3739, -3.2794, -10.4201], [1.3669, -3.9799, -9.0043], [1.1765, 5.1037, 5.7848], [1.1097, 6.8096, 5.3182], [0.1895, 4.8143, 7.2244], [0.6453, 4.0726, 4.4480], [2.2088, 4.8535, 6.0212]]
}